w.
# C2H6ClPS2

A 2-piece molecular cluster, C2H6ClPS2 overall (ωB97M-V/def2-TZVPD, the Open Molecules 2025 dataset).

```
12
C2H6ClPS2 | the Open Molecules 2025 dataset | ωB97M-V/def2-TZVPD
C 1.723 -0.694 -1.399
C -1.172 1.487 3.282
P 0.094 -1.605 -1.515
S -0.960 -0.253 -2.741
S -0.879 2.125 1.833
Cl -0.676 -1.133 0.344
H 2.429 -1.103 -0.742
H 2.446 -0.714 -2.183
H 1.607 0.368 -1.168
H -1.988 -1.156 -3.236
H -1.060 0.473 3.437
H -1.563 2.204 4.090
```

molecular weight: 160.63 g mol⁻¹
E_HOMO: -8.609 eV
SMILES: CP(S)Cl.C=S

Atomic partial charges in e from the Mulliken method, atoms 1 to 8: -1.122 -0.332 0.232 -0.273 -0.171 -0.153 0.406 0.418

---

x.
# C2H6ClPS2

A 2-piece molecular cluster, C2H6ClPS2 overall (ωB97M-V/def2-TZVPD, the Open Molecules 2025 dataset).

```
12
C2H6ClPS2 | the Open Molecules 2025 dataset | ωB97M-V/def2-TZVPD
C 2.148 0.154 -0.206
C 0.654 0.088 -0.108
P -2.500 0.195 1.101
S -3.142 -0.941 -0.524
S -2.268 2.006 0.374
Cl 0.155 -0.955 1.177
H 2.779 -0.833 -0.220
H 2.564 0.616 -1.165
H 0.296 1.198 -0.068
H 0.243 -0.199 -1.065
H -3.573 -2.119 0.112
H 2.646 0.790 0.591
```

molecular weight: 160.63 g mol⁻¹
E_HOMO: -8.792 eV
SMILES: CCCl.S=PS

Atomic partial charges in e from the Mulliken method, atoms 1 to 8: -1.123 -0.035 0.284 -0.215 -0.318 -0.179 0.289 0.307

---

Winner for stability: x

---

w.
# C4H2ClP

C4H2ClP in the gas phase (ωB97M-V/def2-TZVPD, the Open Molecules 2025 dataset).

```
8
C4H2ClP | the Open Molecules 2025 dataset | ωB97M-V/def2-TZVPD
C 1.159 0.213 0.805
C -1.562 -0.376 0.026
C 0.041 -0.098 0.525
C -2.895 -0.607 0.215
P -4.831 -0.949 0.038
Cl -5.528 0.927 0.057
H 2.159 0.432 1.031
H -1.362 -0.319 -1.052
```

molecular weight: 116.49 g mol⁻¹
E_HOMO (alpha / beta): -8.658 / -8.671 eV
SMILES: C#CC=C=PCl

The Mulliken scheme yields these atomic charges, measured in e: 0.417 -0.024 -0.628 -0.432 0.192 -0.164 0.404 0.234

---

x.
# C4H2ClP

A 2-piece molecular cluster, C4H2ClP overall (ωB97M-V/def2-TZVPD, the Open Molecules 2025 dataset).

```
8
C4H2ClP | the Open Molecules 2025 dataset | ωB97M-V/def2-TZVPD
C 2.638 -0.539 -0.210
C -1.740 -1.089 0.141
C 1.491 -0.874 -0.450
C -1.338 0.065 0.166
P -0.791 1.583 0.716
Cl -1.160 2.676 -0.888
H 3.356 0.021 0.348
H -2.455 -1.843 0.175
```

molecular weight: 116.49 g mol⁻¹
E_HOMO (alpha / beta): -8.016 / -8.027 eV

The Mulliken scheme yields these atomic charges, measured in e: -0.377 0.116 -0.447 -0.070 0.243 -0.086 0.253 0.368

---

Winner for stability: w